1.
A molecular structure, C8H19Br2ClIInNO2. Source: the OMol25 dataset; level of theory: ωB97M-V/def2-TZVPD.

Values from the calculation:
Charge: -1
HOMO energy, eV: -5.0
LUMO, eV: 2.486
DFT total energy, eV: -180074.58940

```
35
Properties=species:S:1:pos:R:3:mulliken_charge:R:1
C 2.585 -0.312 2.119 -1.295
C 1.191 0.189 1.953 0.533
Br 0.406 -0.258 0.266 -0.203
C 0.423 0.862 2.793 -0.022
Br 1.156 1.290 4.505 -0.253
In -1.691 1.480 2.428 0.492
Cl -1.919 2.714 0.337 -0.513
I -2.561 3.102 4.514 -0.433
C -2.979 -0.300 2.374 -0.640
N -4.401 0.069 2.488 -0.542
H 2.861 -0.269 3.170 0.416
H 3.295 0.291 1.552 0.250
H 2.671 -1.347 1.796 0.261
H -2.684 -0.920 3.216 0.363
H -2.755 -0.808 1.434 0.253
H -4.952 -0.719 2.807 0.194
H -4.764 0.328 1.582 0.190
C -3.043 0.114 -2.671 -0.673
C -2.750 1.324 -3.541 -0.255
O -3.243 2.526 -2.969 -0.471
H -4.118 0.020 -2.507 0.253
H -2.677 -0.804 -3.135 0.305
H -2.565 0.224 -1.695 0.065
H -3.238 1.229 -4.513 0.282
H -1.670 1.407 -3.715 0.235
H -2.808 2.612 -2.112 0.237
C 4.275 -1.616 -2.304 -1.128
C 4.260 -1.773 -0.795 0.243
O 5.516 -1.432 -0.208 -0.536
H 5.057 -2.236 -2.744 0.292
H 3.315 -1.902 -2.736 0.317
H 4.475 -0.579 -2.581 0.318
H 4.072 -2.810 -0.520 0.299
H 3.470 -1.158 -0.360 -0.140
H 5.693 -0.509 -0.414 0.303
```

2.
A molecular structure, C8H19GdI2O3P2. Source: the OMol25 dataset; level of theory: ωB97M-V/def2-TZVPD.

Values from the calculation:
Charge: +2
2S+1: 8
HOMO energy (alpha / beta), eV: -13.9 / -13.9
LUMO (alpha / beta), eV: -10.544 / -10.318
DFT total energy, eV: -70334.36707

```
35
Properties=species:S:1:pos:R:3:lowdin_spin:R:1
I -3.352 5.001 -2.485 -0.002
I -5.375 3.267 -2.171 -0.002
Gd -0.084 -0.051 0.006 6.820
P 0.370 -0.966 -2.075 -0.053
C -0.470 -0.235 -3.529 0.046
C 2.143 -0.907 -2.533 -0.024
H 2.324 -1.424 -3.481 -0.005
H 0.276 -3.157 -3.168 -0.005
H 2.715 -1.382 -1.732 0.000
H 0.481 -3.270 -1.390 0.000
H -0.210 0.824 -3.603 0.000
H 2.458 0.136 -2.617 0.000
C -0.034 -2.748 -2.200 -0.023
H -0.177 -0.747 -4.452 0.007
H -1.112 -2.883 -2.073 0.000
H -1.553 -0.313 -3.399 0.000
P -0.350 0.668 2.193 -0.040
C -1.490 2.070 2.497 0.048
C -0.964 -0.633 3.327 -0.021
H 1.934 0.394 2.897 0.000
H 1.053 1.460 4.039 -0.005
H 1.601 2.081 2.453 0.000
C 1.211 1.208 2.985 -0.022
H -0.298 -1.496 3.244 0.000
H -0.990 -0.276 4.362 -0.005
H -1.534 2.317 3.563 0.008
H -2.490 1.807 2.143 0.000
H -1.968 -0.936 3.018 0.000
H -1.147 2.943 1.935 0.000
C -1.235 1.190 -0.664 0.201
O -1.975 1.988 -1.095 0.197
O 3.360 -2.368 1.475 -0.060
C 2.583 -1.432 0.986 0.016
O 1.296 -1.652 0.852 -0.082
H 3.002 -0.479 0.692 0.002
```

3.
A gas-phase ion, C8H19N2 (charge +1). Source: the OMol25 dataset; level of theory: ωB97M-V/def2-TZVPD.

Values from the calculation:
Structure (SMILES): C[NH+](C)C(C)(C)C1(N)CC1
Charge: +1
HOMO energy, eV: -13.8
LUMO, eV: -2.480
DFT total energy, eV: -11575.14663

```
29
Properties=species:S:1:pos:R:3:mulliken_charge:R:1
C 2.444 0.439 -0.517 -0.888
N 1.049 0.574 -0.202 0.249
C 1.025 1.389 1.022 -1.312
C 0.202 -0.615 -0.022 0.645
C 0.254 -1.683 -1.158 -1.636
C 0.347 -1.316 1.317 -1.757
C -1.426 0.252 -0.310 0.297
N -1.082 1.256 -1.255 -0.411
C -2.741 -0.446 -0.169 -0.563
C -2.308 0.670 0.792 -0.836
H 2.631 -0.141 -1.458 0.350
H 2.833 1.436 -0.705 0.418
H 2.997 -0.085 0.257 0.332
H 0.384 1.207 -0.901 0.571
H 0.046 1.662 1.255 0.284
H 1.646 0.813 1.602 0.755
H 1.554 2.347 0.921 0.329
H 1.379 -2.083 -1.150 0.366
H 0.289 -1.246 -2.142 0.405
H -0.420 -2.459 -1.131 0.428
H 0.299 -0.581 2.184 0.396
H -0.394 -2.019 1.354 0.506
H 1.224 -1.916 1.221 0.465
H -1.755 1.942 -1.185 0.267
H -0.950 0.935 -2.266 0.284
H -2.586 -1.450 0.232 0.245
H -3.588 -0.156 -0.857 0.276
H -2.947 1.554 0.762 0.315
H -1.941 0.522 1.841 0.220
```

4.
C8H19N3 in the gas phase. Source: the OMol25 dataset; level of theory: ωB97M-V/def2-TZVPD.

Values from the calculation:
Structure (SMILES): CC/C(C)=C(\C)N(NC)NC
Charge: 0
HOMO energy, eV: -8.1
LUMO, eV: 0.912
DFT total energy, eV: -13069.76075

```
30
Properties=species:S:1:pos:R:3:mulliken_charge:R:1
C 3.599 0.348 -0.262 -1.287
C 2.453 -0.387 0.444 -0.809
C 1.105 -0.313 -0.279 0.870
C 1.223 0.132 -1.693 -1.896
C 0.013 -0.249 0.519 0.430
C -0.069 -0.497 2.017 -1.899
N -1.342 -0.110 -0.339 0.551
N -1.727 1.236 -0.465 -0.621
C -1.862 1.962 0.801 -0.980
N -2.460 -0.959 0.095 -0.321
C -2.836 -1.777 -1.072 -0.873
H 3.941 -0.307 -1.135 0.299
H 4.460 0.448 0.449 0.348
H 3.291 1.251 -0.759 0.321
H 2.501 -1.512 0.508 0.320
H 2.228 0.060 1.410 0.459
H 2.103 -0.384 -2.108 0.384
H 0.403 0.078 -2.395 0.347
H 1.494 1.169 -1.714 0.434
H -0.202 0.351 2.616 0.324
H -0.947 -1.150 2.125 0.411
H 0.823 -1.009 2.244 0.662
H -0.936 1.656 -1.038 0.301
H -0.891 2.363 1.236 0.246
H -2.551 2.719 0.748 0.395
H -1.905 1.219 1.572 0.407
H -3.125 -0.318 0.473 0.251
H -3.843 -1.956 -1.161 0.408
H -2.423 -1.323 -1.974 0.261
H -2.515 -2.742 -0.863 0.259
```

5.
A molecular structure, C8H19N3NaO6. Source: the OMol25 dataset; level of theory: ωB97M-V/def2-TZVPD.

Values from the calculation:
Charge: -1
HOMO energy, eV: -1.5
LUMO, eV: 2.050
DFT total energy, eV: -29777.14755

```
37
Properties=species:S:1:pos:R:3:mulliken_charge:R:1
Na -33.396 -30.819 -13.364 0.864
C -33.148 -32.308 -15.959 0.669
O -32.331 -31.461 -15.364 -0.885
O -34.321 -32.370 -15.406 -0.825
O -32.706 -32.998 -16.936 -0.817
C -38.560 -29.205 -9.675 -0.738
O -37.217 -28.838 -9.903 -0.328
C -36.927 -28.390 -11.202 -0.702
C -36.430 -29.572 -12.069 -0.716
N -35.086 -29.990 -11.741 -0.037
C -35.062 -31.181 -10.824 -0.790
C -33.691 -31.622 -10.404 -0.490
O -32.897 -32.000 -11.506 -0.145
C -31.691 -32.662 -11.195 -0.951
H -38.707 -29.114 -8.595 0.257
H -38.814 -30.223 -9.964 0.267
H -39.211 -28.414 -10.057 0.359
H -36.084 -27.694 -11.209 0.393
H -37.770 -27.857 -11.653 0.363
H -36.652 -29.519 -13.141 0.485
H -37.198 -30.342 -11.885 0.235
H -34.597 -29.254 -11.238 0.129
H -35.545 -31.922 -11.470 0.396
H -35.748 -30.953 -10.004 0.377
H -33.853 -32.495 -9.758 0.372
H -33.205 -30.851 -9.789 0.342
H -31.812 -33.598 -10.632 0.331
H -30.945 -32.028 -10.720 0.307
H -31.417 -33.086 -12.165 0.313
C -31.292 -28.321 -13.915 0.529
O -32.133 -28.842 -13.163 -0.612
N -30.379 -27.402 -13.495 -0.500
N -31.142 -28.800 -15.173 -0.315
H -29.483 -27.482 -13.943 0.202
H -30.420 -27.139 -12.528 0.239
H -31.840 -29.476 -15.494 0.214
H -30.730 -28.168 -15.841 0.207
```

6.
A molecular structure, C8H19N3O9SZn. Source: the OMol25 dataset; level of theory: ωB97M-V/def2-TZVPD.

Values from the calculation:
Charge: -2
HOMO energy, eV: -0.6
LUMO, eV: 5.082
DFT total energy, eV: -90759.66571

```
41
Properties=species:S:1:pos:R:3:mulliken_charge:R:1
Zn 0.461 -0.492 -0.549 1.591
S 1.148 -0.300 2.056 1.366
O 1.158 0.942 2.872 -0.911
O -0.225 -0.556 1.483 -0.883
O 1.979 -0.108 0.825 -0.549
O 1.607 -1.429 2.885 -0.927
O -1.118 -1.119 -1.604 -0.945
C -0.553 -1.629 -2.732 0.185
C 0.668 -0.853 -3.209 -0.429
O 1.574 -0.508 -2.231 -0.903
H -1.237 -1.687 -3.615 0.323
H -0.238 -2.692 -2.557 -0.306
H 0.302 0.097 -3.686 0.120
H 1.167 -1.391 -4.054 0.285
O -3.812 2.860 0.688 -0.771
C -2.817 2.321 1.176 0.688
N -2.384 1.093 0.859 -0.029
C -1.990 3.058 2.200 -0.712
H -2.969 0.523 0.272 0.158
H -1.506 0.703 1.205 0.109
H -1.162 2.474 2.601 0.216
H -2.647 3.405 2.997 0.337
H -1.592 3.948 1.706 0.105
O 0.997 -2.666 -0.131 -0.352
C 0.904 -3.758 0.375 0.546
N 1.053 -3.917 1.720 -0.281
C 0.673 -4.999 -0.452 -1.215
H 1.261 -3.057 2.257 0.372
H 0.944 -4.798 2.180 0.129
H 0.179 -5.775 0.140 0.356
H 1.644 -5.417 -0.738 0.265
H 0.145 -4.737 -1.362 0.248
O 0.095 1.700 -0.681 -0.600
C 0.530 2.786 -0.348 0.640
N 1.009 3.074 0.875 -0.084
C 0.592 3.910 -1.350 -1.512
H 1.052 2.371 1.641 0.186
H 1.327 4.004 1.073 0.163
H -0.213 4.630 -1.157 0.319
H 0.456 3.542 -2.361 0.299
H 1.539 4.448 -1.271 0.406
```